A structure of composition C15H12Cu2F10NO19S2 at a distorted geometry. Source: OMol25; level of theory: wB97M-V/def2-TZVPD.

The geometry in ORCA input format:
```
! wB97M-V def2-TZVPD RIJCOSX def2/J DEFGRID3
* xyz 0 4
Cu 2.871 2.007 2.738
Cu 0.771 -1.479 1.910
C -0.384 -5.412 1.915
F -1.245 -5.215 2.826
F -0.446 -6.719 1.622
F -0.858 -4.755 0.861
S 1.395 -4.852 2.353
O 1.987 -5.922 3.135
O 2.017 -4.659 1.020
N 1.177 -3.191 3.027
S 1.510 -3.575 4.505
O 0.666 -4.559 5.126
O 2.961 -3.639 4.774
C 0.960 -1.933 5.463
F 1.795 -1.845 6.533
F 1.139 -0.860 4.630
F -0.298 -1.963 5.957
C 0.573 1.252 1.397
O 0.349 0.291 0.623
O 1.373 2.201 1.193
O 0.993 0.817 2.455
C -0.227 -2.638 -3.349
C 1.201 -2.750 -2.983
O 1.256 -3.010 -1.614
C 0.143 -2.559 -1.075
O -0.002 -2.422 0.146
O -0.790 -2.407 -2.046
F 1.665 -1.573 -3.149
H -0.704 -3.600 -3.539
H -0.486 -1.945 -4.150
H 1.642 -3.501 -3.639
C -2.421 0.914 -0.814
C -3.295 0.843 -2.088
O -4.527 0.339 -1.661
C -4.616 0.473 -0.329
O -5.594 0.221 0.264
O -3.390 0.739 0.209
F -2.801 -0.047 -2.967
H -1.808 1.809 -0.924
H -1.746 0.058 -0.831
H -3.468 1.803 -2.574
C 1.924 1.325 -2.482
C 2.121 2.862 -2.334
O 1.286 3.355 -3.354
C 0.544 2.456 -3.883
O -0.049 2.590 -4.934
O 0.786 1.276 -3.314
F 3.420 3.185 -2.457
H 1.855 0.780 -1.541
H 2.686 1.014 -3.197
H 1.815 3.085 -1.312
C 0.254 5.286 -0.332
C -0.274 5.391 1.078
O -1.537 4.785 1.046
C -1.903 4.585 -0.269
O -2.956 4.046 -0.609
O -0.975 5.127 -1.055
F -0.326 6.687 1.281
H 0.791 4.347 -0.463
H 0.832 6.155 -0.646
H 0.366 4.920 1.824
*
```

Properties
- E_LUMO (alpha / beta) (eV) = -1.495 / -5.033
- energy (a.u.) = -7138.7822
- Kohn-Sham gap (alpha / beta) (eV) = 7.182 / 5.913
- energy relative to the best compared isomer or geometry (same formula, charge and spin) (eV) = 2.355
- largest force on an atom (eV/Å) = 10.326

***

A cluster of 3 separate species, C3H12N2O3 in total at a distorted geometry. Source: OMol25; level of theory: wB97M-V/def2-TZVPD.

The geometry in ORCA input format:
```
! wB97M-V def2-TZVPD RIJCOSX def2/J DEFGRID3
* xyz -1 2
C -0.138 0.956 0.336
C 1.433 0.992 0.340
C 1.915 0.368 -0.932
N 1.674 -0.892 -1.367
O 2.712 1.064 -1.582
N -0.654 1.830 1.407
H -0.511 -0.063 0.532
H -0.575 1.308 -0.605
H 1.677 0.514 1.321
H 1.742 2.025 0.440
H 2.265 -1.372 -2.031
H 1.122 -1.527 -0.809
H -0.352 2.776 1.237
H -0.296 1.490 2.297
H -2.526 0.263 1.080
H -3.797 0.615 1.808
O -3.422 -0.082 1.278
H -2.337 -3.162 0.549
H -2.681 -3.699 -0.720
O -1.868 -3.522 -0.218
*
```

Properties
- E_LUMO (alpha / beta) (eV) = 3.793 / 3.679
- energy (a.u.) = -456.6988
- Kohn-Sham gap (alpha / beta) (eV) = 2.806 / 9.474
- energy relative to the best compared isomer or geometry (same formula, charge and spin) (eV) = 0.513
- largest force on an atom (eV/Å) = 3.694

***

A cluster of 2 separate species, C2H7S3 in total at a distorted geometry. Source: OMol25; level of theory: wB97M-V/def2-TZVPD.

The geometry in ORCA input format:
```
! wB97M-V def2-TZVPD RIJCOSX def2/J DEFGRID3
* xyz -1 1
C 1.568 0.912 1.385
S 0.895 0.623 3.049
H 2.474 1.483 1.599
H 0.784 1.534 0.846
H 1.758 -0.084 1.124
C -0.992 -0.490 -2.203
S -2.084 -1.828 -1.504
S -1.801 -1.355 0.635
H -0.022 -0.734 -1.919
H -0.864 -0.763 -3.289
H -1.425 0.628 -2.160
H -0.291 0.074 2.438
*
```

Properties
- E_LUMO (eV) = 3.264
- energy (a.u.) = -1274.9616
- Kohn-Sham gap (eV) = 5.875
- energy relative to the best compared isomer or geometry (same formula, charge and spin) (eV) = 1.352
- largest force on an atom (eV/Å) = 3.594